Entry 1:
Density functional theory data (wB97M-V/def2-TZVPD) for a molecular structure, C4H6GdO3 at a distorted geometry.

Values from the calculation:
LUMO level (spin up / spin down) = -13.671 / -14.882 eV
Charge = +3
<S²> = 16.367
Kohn-Sham gap (spin up / spin down) = 8.30 / 6.73 eV
2S+1 = 8
E = -1146.05501 Ha
HOMO level (spin up / spin down) = -0.8074 / -0.7941 hartree

```
14
Properties=species:S:1:pos:R:3:lowdin_spin:R:1
C 0.049 -3.366 1.154 0.00
C -0.068 -2.148 1.515 0.00
O 0.308 -4.558 1.022 0.00
H -0.679 -1.597 0.723 0.00
H -0.202 -1.883 2.568 0.00
H -0.426 -5.127 0.703 0.00
O 0.311 0.442 -0.410 0.27
C 0.047 1.459 0.187 0.12
O -0.027 2.668 -0.534 0.03
Gd -0.755 3.101 1.803 6.57
C 0.301 2.733 -1.929 0.01
H 1.329 2.386 -2.079 0.00
H -0.395 2.107 -2.500 0.00
H 0.206 3.782 -2.222 0.00
```

***

Entry 2:
Density functional theory data (wB97M-V/def2-TZVPD) for a molecular structure, C4H6HgMgO2 at a distorted geometry.

Values from the calculation:
LUMO level (spin up / spin down) = -6.008 / -6.019 eV
Charge = +1
<S²> = 0.767
Kohn-Sham gap (spin up / spin down) = 4.70 / 5.58 eV
2S+1 = 2
E = -659.58605 Ha
HOMO level (spin up / spin down) = -0.3933 / -0.4261 hartree

```
14
Properties=species:S:1:pos:R:3:lowdin_spin:R:1
O -0.679 1.364 0.768 0.12
C -0.753 1.220 2.070 -0.01
C -0.869 -0.105 2.623 0.04
Mg 0.901 2.625 1.604 0.02
Hg 0.124 -0.340 -0.200 0.50
H -1.410 -0.838 1.999 0.01
H -1.247 -0.170 3.649 0.00
C 1.934 -0.164 1.709 0.26
C 1.008 -0.558 2.768 0.01
O 2.344 1.246 1.810 0.03
H 2.843 -0.774 1.659 0.00
H 0.984 -1.648 2.888 0.00
H 1.172 -0.003 3.705 0.01
H 3.066 1.380 2.434 0.01
```

***

Entry 3:
Density functional theory data (wB97M-V/def2-TZVPD) for a molecular structure, C4H6HgO2 at a distorted geometry.

Values from the calculation:
LUMO level (spin up / spin down) = 4.008 / 3.765 eV
Charge = -1
<S²> = 0.760
Kohn-Sham gap (spin up / spin down) = 6.19 / 6.79 eV
2S+1 = 2
E = -459.76383 Ha
HOMO level (spin up / spin down) = -0.0801 / -0.1111 hartree

```
13
Properties=species:S:1:pos:R:3:lowdin_spin:R:1
O -0.491 -1.194 -1.015 0.26
C -0.561 0.115 -0.967 0.39
H 1.095 -1.465 -0.698 0.01
H 0.193 0.631 -1.596 0.05
C 2.184 -1.127 -0.102 0.02
C 1.927 -0.080 0.703 0.00
C 0.552 0.131 1.284 0.02
O -0.402 0.694 0.381 0.06
Hg -2.343 1.170 0.150 0.18
H 2.607 0.781 0.758 0.00
H 3.168 -1.149 -0.589 0.00
H 0.579 0.831 2.132 0.00
H 0.169 -0.838 1.642 0.00
```

***

Entry 4:
Density functional theory data (wB97M-V/def2-TZVPD) for a single C4H6I2 molecule at a distorted geometry.

Values from the calculation:
LUMO level = -0.497 eV
Kohn-Sham gap = 8.82 eV
2S+1 = 1
E = -751.33320 Ha
SMILES = C=C(I)[C@@H](C)I
HOMO level = -0.3423 hartree

```
12
Properties=species:S:1:pos:R:3:lowdin_charge:R:1
C -0.413 0.710 -1.722 -0.09
C -0.719 0.661 -0.443 -0.93
I -2.672 0.667 0.222 0.93
C 0.182 0.328 0.654 -0.69
C 0.328 -1.174 1.005 -0.22
I 2.485 0.814 0.137 0.58
H -1.248 0.919 -2.400 0.05
H 0.675 0.719 -2.088 0.05
H 0.251 1.006 1.608 0.09
H 0.388 -1.795 -0.030 0.13
H 1.339 -1.460 1.537 0.07
H -0.596 -1.395 1.519 0.03
```

***

Entry 5:
Density functional theory data (wB97M-V/def2-TZVPD) for a single C4H6I2 molecule at a distorted geometry.

Values from the calculation:
LUMO level (spin up / spin down) = 0.628 / -3.678 eV
<S²> = 2.011
Kohn-Sham gap (spin up / spin down) = 7.54 / 5.25 eV
2S+1 = 3
E = -751.23455 Ha
HOMO level (spin up / spin down) = -0.2541 / -0.3282 hartree

```
12
Properties=species:S:1:pos:R:3:lowdin_spin:R:1
C -0.640 1.571 -1.939 0.01
C -0.784 1.280 -0.639 0.04
C 0.114 -0.038 1.384 0.04
C 0.147 1.138 0.437 0.53
I -2.842 1.305 0.097 0.17
I 2.586 1.466 -0.161 1.15
H -1.575 1.678 -2.487 0.00
H 0.165 1.556 -2.631 0.00
H 0.679 -0.864 0.859 0.01
H 0.542 0.073 2.343 0.00
H -0.961 -0.393 1.738 0.02
H 0.219 2.134 0.941 0.03
```

***

Entry 6:
Density functional theory data (wB97M-V/def2-TZVPD) for a molecular structure, C4H6I3N3O3 at a distorted geometry.

Values from the calculation:
LUMO level = -0.482 eV
Kohn-Sham gap = 8.44 eV
2S+1 = 1
E = -1439.00620 Ha
HOMO level = -0.3280 hartree

```
19
Properties=species:S:1:pos:R:3:lowdin_charge:R:1
C 4.582 -1.893 2.134 -0.42
C -1.534 0.208 2.110 -0.58
C 1.612 0.130 -0.501 -0.40
C 0.159 0.037 0.028 -0.73
N -0.026 0.595 1.217 -0.65
N -1.399 -0.182 3.250 -0.47
N -2.659 0.346 1.334 0.12
O 4.218 -2.786 2.757 0.22
O 4.966 -0.942 1.588 0.20
O 1.753 -0.582 -1.663 -0.12
I 0.362 2.505 1.555 0.90
I 0.235 -0.211 4.350 0.82
I -1.165 0.834 -1.804 0.61
H 2.083 1.135 -0.816 0.13
H 2.234 -0.165 0.383 0.12
H -0.008 -1.124 0.166 0.17
H -2.544 -0.207 0.505 0.02
H -3.534 0.145 1.752 0.10
H 0.952 -0.348 -2.164 -0.04
```

***

Entry 7:
Density functional theory data (wB97M-V/def2-TZVPD) for a molecular structure, C4H6IN2 at a distorted geometry.

Values from the calculation:
LUMO level = -4.576 eV
Charge = +1
Kohn-Sham gap = 8.56 eV
2S+1 = 1
E = -562.86956 Ha
HOMO level = -0.4826 hartree

```
13
Properties=species:S:1:pos:R:3:lowdin_charge:R:1
C -0.445 1.016 -0.064 -0.04
C -1.696 0.506 0.182 -0.18
C 0.090 -1.151 0.166 0.16
C 1.904 0.336 -0.318 0.03
N 0.509 0.043 -0.062 -0.16
N -1.710 -0.803 0.371 -0.54
I -3.111 -2.191 0.648 0.99
H -0.200 2.045 -0.240 0.14
H -2.600 1.093 0.234 0.14
H 0.475 -2.137 0.255 0.13
H 2.544 -0.316 0.272 0.11
H 2.128 0.182 -1.376 0.12
H 2.114 1.375 -0.068 0.11
```

***

Entry 8:
Density functional theory data (wB97M-V/def2-TZVPD) for a single C4H6IN3 molecule at a distorted geometry.

Values from the calculation:
LUMO level = 0.085 eV
Kohn-Sham gap = 9.19 eV
2S+1 = 1
E = -617.90740 Ha
SMILES = ICNn1ccnc1
HOMO level = -0.3347 hartree

```
14
Properties=species:S:1:pos:R:3:lowdin_charge:R:1
I 0.023 0.452 -3.129 0.66
C -0.027 1.693 -1.287 -0.54
N 0.721 1.123 -0.045 -0.04
N 0.235 -0.093 0.380 -0.17
C -0.546 -0.238 1.475 -0.10
C -0.805 -1.508 1.519 -0.19
N -0.031 -2.211 0.636 0.05
C 0.595 -1.362 -0.102 -0.19
H 0.405 2.601 -1.616 0.00
H -1.080 1.938 -0.950 0.07
H 1.626 0.841 -0.441 0.10
H -0.992 0.468 2.145 0.12
H -1.471 -2.018 2.234 0.11
H 1.347 -1.685 -0.819 0.11
```

***

Entry 9:
Density functional theory data (wB97M-V/def2-TZVPD) for a single C4H6IN3O molecule at a distorted geometry.

Values from the calculation:
LUMO level = -0.059 eV
Kohn-Sham gap = 8.75 eV
2S+1 = 1
E = -693.10997 Ha
SMILES = NCc1cn(O)nc1I
HOMO level = -0.3238 hartree

```
15
Properties=species:S:1:pos:R:3:lowdin_charge:R:1
N 2.082 1.150 -1.180 -0.02
C 2.086 0.919 0.307 -0.25
C 0.749 0.421 0.730 -0.30
C -0.391 0.447 -0.007 0.00
N -1.426 0.012 0.848 -0.20
O -2.761 0.402 0.669 0.04
N -0.970 -0.396 2.049 0.06
C 0.329 -0.098 2.014 -0.60
I 1.753 -0.195 3.787 0.65
H 2.883 1.700 -1.478 0.06
H 2.030 0.257 -1.690 0.08
H 2.372 1.860 0.820 0.12
H 2.875 0.141 0.565 0.11
H -0.465 0.861 -1.015 0.13
H -3.206 0.455 1.520 0.11
```

***

Entry 10:
Density functional theory data (wB97M-V/def2-TZVPD) for a single C4H6INS molecule at a distorted geometry.

Values from the calculation:
LUMO level (spin up / spin down) = -0.496 / -2.371 eV
Kohn-Sham gap (spin up / spin down) = 8.97 / 4.72 eV
2S+1 = 1
E = -906.49695 Ha
HOMO level (spin up / spin down) = -0.3477 / -0.2606 hartree

```
13
Properties=species:S:1:pos:R:3:lowdin_charge:R:1
C -2.766 0.438 0.310 -0.64
C -0.551 -0.145 1.220 -0.29
C 0.508 -0.578 0.210 -0.78
C 0.507 0.327 -1.026 -0.18
N -1.804 -0.137 0.657 -0.08
S 0.323 -2.296 -0.314 0.71
I -4.720 -0.184 -0.087 0.66
H -0.603 -0.835 1.979 0.08
H -0.478 0.928 1.670 0.17
H 1.497 -0.369 0.642 0.11
H -0.118 -0.133 -1.866 0.08
H 1.467 0.121 -1.458 0.04
H 0.476 1.483 -0.916 0.12
```

***

Entry 11:
Density functional theory data (wB97M-V/def2-TZVPD) for a single C4H6INS molecule at a distorted geometry.

Values from the calculation:
LUMO level (spin up / spin down) = -0.204 / -2.227 eV
<S²> = 2.022
Kohn-Sham gap (spin up / spin down) = 5.33 / 6.66 eV
2S+1 = 3
E = -906.47878 Ha
HOMO level (spin up / spin down) = -0.2035 / -0.3266 hartree

```
13
Properties=species:S:1:pos:R:3:lowdin_spin:R:1
C 1.750 -2.268 -0.050 0.33
C 0.774 -0.048 -0.206 0.49
C -0.490 0.479 0.009 0.48
C -0.797 1.920 0.108 0.07
N 0.841 -1.432 -0.062 0.08
S -1.584 -0.763 0.519 0.33
I -3.623 0.313 0.077 0.11
H 1.512 -3.253 0.220 0.02
H 2.745 -2.208 -0.303 0.02
H 1.587 0.405 -0.686 0.02
H -1.722 2.105 -0.535 0.02
H 0.031 2.443 -0.241 0.00
H -1.024 2.308 1.151 0.03
```

***

Entry 12:
Density functional theory data (wB97M-V/def2-TZVPD) for 2 unconnected molecules or ions with the total composition C4H6IO2 at a distorted geometry.

Values from the calculation:
LUMO level = 3.359 eV
Charge = -1
Kohn-Sham gap = 5.21 eV
2S+1 = 1
E = -604.16741 Ha
HOMO level = -0.0680 hartree

```
13
Properties=species:S:1:pos:R:3:lowdin_charge:R:1
C 3.279 1.181 -0.638 -0.60
C -1.493 -1.499 0.310 -0.33
C -0.932 0.912 -0.129 -0.31
C -0.458 -0.513 -0.282 -0.74
O 3.135 2.147 -0.032 0.14
O 3.587 0.318 -1.340 0.12
I 1.435 -0.808 0.979 0.54
H -1.092 -2.178 1.057 -0.01
H -1.997 -2.202 -0.367 0.03
H -2.367 -0.875 0.838 0.07
H -1.033 1.081 0.921 0.03
H -1.818 0.937 -0.761 0.07
H -0.246 1.499 -0.558 -0.01
```

***

Entry 13:
Density functional theory data (wB97M-V/def2-TZVPD) for 2 unconnected molecules or ions with the total composition C4H6IO3 at a distorted geometry.

Values from the calculation:
LUMO level = 2.523 eV
Charge = -1
Kohn-Sham gap = 5.93 eV
2S+1 = 1
E = -679.50981 Ha
HOMO level = -0.1254 hartree

```
14
Properties=species:S:1:pos:R:3:lowdin_charge:R:1
I 8.684 -7.526 -25.764 -1.00
C 11.179 -6.525 -18.712 -0.01
C 10.716 -5.329 -19.580 -0.31
C 9.449 -4.655 -19.065 -0.06
O 10.030 -3.658 -18.206 0.09
C 11.289 -3.454 -18.443 -0.57
O 12.004 -2.561 -17.911 0.08
O 11.662 -4.337 -19.333 0.08
H 10.602 -7.401 -19.010 0.09
H 10.995 -6.225 -17.681 0.09
H 12.213 -6.835 -18.864 0.09
H 10.730 -5.454 -20.662 0.16
H 8.846 -5.327 -18.454 0.13
H 8.894 -4.503 -19.991 0.14
```

***

Entry 14:
Density functional theory data (wB97M-V/def2-TZVPD) for a molecular structure, C4H6InO3 at a distorted geometry.

Values from the calculation:
LUMO level (spin up / spin down) = -22.626 / -22.944 eV
Charge = +4
<S²> = 0.752
Kohn-Sham gap (spin up / spin down) = 3.74 / 3.43 eV
2S+1 = 2
E = -569.53989 Ha
HOMO level (spin up / spin down) = -0.9690 / -0.9691 hartree

```
14
Properties=species:S:1:pos:R:3:lowdin_spin:R:1
C 3.281 -0.165 1.512 0.00
C 2.532 -0.374 0.494 0.00
O 3.921 -0.133 2.550 0.00
H 2.972 0.105 -0.413 0.00
H 1.849 -1.232 0.498 0.00
H 4.807 -0.561 2.539 0.00
O -0.117 -1.467 -0.148 -0.01
C -1.034 -1.677 0.562 0.06
O -1.783 -0.779 1.213 0.23
In -2.999 -1.484 2.592 0.68
C -1.473 0.661 0.999 0.02
H -0.425 0.836 1.257 0.00
H -1.678 0.862 -0.055 0.00
H -2.140 1.203 1.673 0.01
```

***

Entry 15:
Density functional theory data (wB97M-V/def2-TZVPD) for a molecular structure, C4H6LiNaO2 at a distorted geometry.

Values from the calculation:
LUMO level (spin up / spin down) = 2.320 / 2.242 eV
Charge = -1
<S²> = 0.767
Kohn-Sham gap (spin up / spin down) = 3.40 / 4.39 eV
2S+1 = 2
E = -476.23980 Ha
HOMO level (spin up / spin down) = -0.0396 / -0.0790 hartree

```
14
Properties=species:S:1:pos:R:3:lowdin_spin:R:1
O 0.075 -0.611 2.162 0.01
Na 2.074 -0.621 1.346 0.33
C -0.995 -0.145 1.447 0.00
C -0.852 -0.232 -0.088 0.01
H -1.945 -0.691 1.688 0.00
H -0.589 -1.282 -0.311 0.00
H -1.846 -0.079 -0.541 0.00
H -1.231 0.929 1.674 0.00
C 0.149 0.887 -0.686 0.03
C 0.857 0.088 -1.707 0.18
O 0.519 -0.688 -2.629 0.08
Li 3.268 -0.657 -1.334 0.35
H 0.760 1.298 0.134 0.00
H -0.246 1.803 -1.157 0.00
```

***

Entry 16:
Density functional theory data (wB97M-V/def2-TZVPD) for 2 unconnected molecules or ions with the total composition C4H6N2.

Values from the calculation:
LUMO level = 0.709 eV
Kohn-Sham gap = 9.73 eV
2S+1 = 1
E = -265.37221 Ha
HOMO level = -0.3314 hartree

```
12
Properties=species:S:1:pos:R:3:lowdin_charge:R:1
N 3.268 0.038 -0.099 0.15
C 2.138 -0.095 0.098 -0.17
C 0.694 -0.229 0.329 -0.30
C -0.186 1.023 0.048 -0.15
C -0.902 0.189 -1.046 -0.07
N -0.065 -0.808 -0.769 -0.01
H 0.516 -0.716 1.293 0.15
H -0.805 1.355 0.886 0.10
H 0.354 1.875 -0.369 0.11
H -2.672 -0.305 -0.074 0.00
H -2.850 -0.482 0.630 0.05
H -0.029 -1.741 -1.165 0.14
```

***

Entry 17:
Density functional theory data (wB97M-V/def2-TZVPD) for a single C4H6N2 molecule.

Values from the calculation:
LUMO level = 0.957 eV
Kohn-Sham gap = 8.71 eV
2S+1 = 1
E = -265.35826 Ha
HOMO level = -0.2848 hartree

```
12
Properties=species:S:1:pos:R:3:lowdin_charge:R:1
C -1.750 -0.728 0.391 -0.04
C -0.587 0.104 0.008 -0.21
C 0.737 0.130 -0.655 -0.23
N 2.029 -0.034 0.095 -0.21
N 2.383 0.692 0.998 0.06
C -0.066 1.275 -0.193 0.04
H -2.644 -0.099 0.426 0.08
H -1.909 -1.517 -0.352 0.08
H -1.620 -1.202 1.369 0.08
H 0.868 -0.196 -1.694 0.12
H 2.648 -0.773 -0.307 0.12
H -0.089 2.347 -0.087 0.10
```

***

Entry 18:
Density functional theory data (wB97M-V/def2-TZVPD) for a single C4H6N2 molecule at a distorted geometry.

Values from the calculation:
LUMO level (spin up / spin down) = -0.141 / -0.418 eV
Kohn-Sham gap (spin up / spin down) = 8.46 / 7.96 eV
2S+1 = 1
E = -265.30359 Ha
HOMO level (spin up / spin down) = -0.3159 / -0.3077 hartree

```
12
Properties=species:S:1:pos:R:3:lowdin_charge:R:1
C -0.540 -1.122 0.635 -0.32
C -1.165 -0.400 -0.469 0.04
C 0.876 0.823 0.612 -0.35
C 1.102 0.834 -0.864 -0.17
N -0.084 0.088 1.250 0.04
N 0.632 1.938 -0.501 0.16
H 1.635 1.200 1.290 0.11
H -1.285 -1.594 1.289 0.11
H 0.243 -1.839 0.367 0.12
H 1.518 0.414 -1.773 0.10
H -0.986 -0.678 -1.501 0.07
H -1.945 0.334 -0.336 0.08
```

***

Entry 19:
Density functional theory data (wB97M-V/def2-TZVPD) for a single C4H6N2 molecule at a distorted geometry.

Values from the calculation:
LUMO level = 0.881 eV
Kohn-Sham gap = 9.58 eV
2S+1 = 1
E = -265.45923 Ha
SMILES = Cn1ccnc1
HOMO level = -0.3198 hartree

```
12
Properties=species:S:1:pos:R:3:lowdin_charge:R:1
C 0.236 1.582 -0.515 -0.04
N -0.167 0.342 0.112 -0.15
C -1.119 -0.627 -0.036 -0.07
C -0.466 -1.802 0.253 -0.16
N 0.839 -1.595 0.604 0.07
C 0.956 -0.302 0.571 -0.26
H 1.344 1.335 -0.258 0.11
H 0.308 1.529 -1.600 0.08
H -0.435 2.432 -0.255 0.10
H -2.141 -0.419 -0.316 0.11
H -0.861 -2.802 0.270 0.09
H 1.555 0.257 1.276 0.13
```

***

Entry 20:
Density functional theory data (wB97M-V/def2-TZVPD) for a single C4H6N2 molecule at a distorted geometry.

Values from the calculation:
LUMO level = 0.963 eV
Kohn-Sham gap = 9.29 eV
2S+1 = 1
E = -265.37524 Ha
SMILES = Nn1cccc1
HOMO level = -0.3060 hartree

```
12
Properties=species:S:1:pos:R:3:lowdin_charge:R:1
N -2.009 -0.120 0.087 0.10
N -0.532 -0.020 -0.094 -0.23
C 0.304 1.070 -0.081 -0.11
C 1.513 0.503 0.168 -0.16
C 1.341 -0.839 -0.064 -0.16
C 0.013 -1.166 0.007 -0.17
H -2.546 0.753 -0.399 0.15
H -2.159 0.067 0.977 0.00
H -0.128 2.160 -0.378 0.16
H 2.525 1.021 0.051 0.13
H 2.276 -1.309 0.265 0.10
H -0.597 -2.121 -0.539 0.20
```

***

Table of ΔE to the lowest compared entry with this formula, charge and spin (kcal/mol), in record order: 0.00 0.00 0.00 10.94 25.10 29.65 63.12 14.64 32.38 78.84 6.72 79.91 29.61 0.00 27.13 102.51 111.26 145.57 47.91 100.61